<P>
{
  "formula": "C5H14N2",
  "method": "ωB97M-V with the def2-TZVPD basis set",
  "charge": 0,
  "e_homo_ha": -0.2894,
  "homo_lumo_gap_ha": 0.3275,
  "smiles": "CN[C@@H](C)CCN",
  "elements": ["C", "N", "C", "C", "C", "N", "C", "H", "H", "H", "H", "H", "H", "H", "H", "H", "H", "H", "H", "H", "H"],
  "positions_angstrom": [[1.5554, 1.3721, 1.3050], [0.2497, 0.7903, 0.7434], [0.4238, -0.4578, -0.0740], [-0.8398, -0.8743, -0.7915], [-1.2369, 0.2786, -1.8869], [-1.4833, 1.5050, -1.2392], [0.6821, -1.6156, 0.9504], [2.3777, 0.5626, 1.0505], [1.7965, 2.2248, 0.5780], [1.4034, 1.6284, 2.3483], [-0.2426, 0.5574, 1.6298], [1.2406, -0.3202, -0.7390], [-0.3862, -1.6995, -1.3973], [-1.7633, -1.3639, -0.2258], [-0.5197, 0.3565, -2.7182], [-2.1185, -0.1742, -2.2633], [-0.9632, 1.8832, -0.4082], [-2.3773, 1.3209, -0.6936], [1.5407, -2.3671, 0.7112], [-0.2457, -2.2529, 1.1311], [0.9065, -1.3544, 1.9892]],
  "nbo_charge": [-0.4302, -0.6518, -0.0756, -0.4256, -0.2060, -0.8717, -0.6488, 0.1804, 0.2014, 0.2063, 0.3487, 0.2035, 0.2061, 0.2138, 0.1815, 0.1875, 0.4160, 0.3309, 0.2140, 0.2103, 0.2093]
}

<Q>
{
  "formula": "C5H14N2",
  "method": "ωB97M-V with the def2-TZVPD basis set",
  "charge": 0,
  "e_homo_ha": -0.3243,
  "homo_lumo_gap_ha": 0.3635,
  "smiles": "CC(C)NCCN",
  "elements": ["N", "C", "C", "N", "C", "C", "C", "H", "H", "H", "H", "H", "H", "H", "H", "H", "H", "H", "H", "H", "H"],
  "positions_angstrom": [[-2.8898, 0.7893, -0.3425], [-2.1170, -0.4481, -0.0796], [-1.0564, -0.3003, 1.0150], [0.1014, 0.5360, 0.6251], [1.8594, -1.1725, 0.1496], [0.9879, -0.0490, -0.4113], [1.8346, 1.0489, -0.9961], [-3.3218, 1.0900, 0.5192], [-2.2242, 1.4990, -0.6221], [-2.8366, -1.1375, 0.3717], [-1.6881, -0.7320, -1.0334], [-0.7450, -1.3017, 1.2471], [-1.4406, 0.2299, 1.8849], [0.6726, 0.6391, 1.4568], [1.3547, -2.0397, 0.5519], [2.5344, -1.5089, -0.6450], [2.5568, -0.7704, 0.9015], [0.3207, -0.4970, -1.1414], [1.1848, 1.8878, -1.2336], [2.5657, 1.4895, -0.3057], [2.3466, 0.7476, -1.9119]],
  "nbo_charge": [-0.8285, -0.2297, -0.2342, -0.6307, -0.6295, -0.0613, -0.6133, 0.3439, 0.3552, 0.1912, 0.1914, 0.1618, 0.1953, 0.3476, 0.2100, 0.2108, 0.1983, 0.1858, 0.2215, 0.2049, 0.2094]
}

<R>
{
  "formula": "C5H14N2",
  "method": "ωB97M-V with the def2-TZVPD basis set",
  "charge": 0,
  "e_homo_ha": -0.3264,
  "homo_lumo_gap_ha": 0.3694,
  "smiles": "CCC[C@H](N)CN",
  "elements": ["N", "C", "C", "C", "C", "C", "N", "H", "H", "H", "H", "H", "H", "H", "H", "H", "H", "H", "H", "H", "H"],
  "positions_angstrom": [[-0.6013, -0.9102, -1.3842], [-0.5907, -0.1333, -0.1375], [0.6408, 0.7615, -0.0910], [2.0016, 0.0418, -0.1662], [2.4564, -0.4948, 1.1885], [-1.8319, 0.7561, -0.1429], [-3.0625, 0.0177, 0.0340], [-1.3997, -1.5303, -1.4105], [0.2352, -1.4783, -1.4569], [-0.6919, -0.8100, 0.7194], [0.6567, 1.4200, 0.7751], [0.5709, 1.3915, -0.9942], [1.9756, -0.7947, -0.8716], [2.7383, 0.6973, -0.6007], [1.8378, -1.3603, 1.4610], [2.3505, 0.2216, 2.0002], [3.4796, -0.8706, 1.1497], [-1.8625, 1.2826, -1.0941], [-1.7054, 1.5282, 0.6293], [-3.8016, 0.2965, -0.5893], [-3.3960, -0.0324, 0.9819]],
  "nbo_charge": [-0.8521, -0.0607, -0.4055, -0.3898, -0.6089, -0.2145, -0.8627, 0.3700, 0.3519, 0.1644, 0.2031, 0.2100, 0.1871, 0.2024, 0.1997, 0.2011, 0.2092, 0.1969, 0.1677, 0.3678, 0.3629]
}

Stability, lowest: <P>

<P>
{
  "formula": "C5H14N2",
  "method": "ωB97M-V with the def2-TZVPD basis set",
  "charge": 0,
  "e_homo_ha": -0.3300,
  "homo_lumo_gap_ha": 0.3693,
  "smiles": "C[C@H](N)CCCN",
  "elements": ["C", "C", "C", "C", "C", "N", "N", "H", "H", "H", "H", "H", "H", "H", "H", "H", "H", "H", "H", "H", "H"],
  "positions_angstrom": [[-1.7231, 0.6165, -0.9930], [-1.1388, 0.4530, 0.4152], [0.3564, 0.7592, 0.4595], [1.1717, 0.0130, -0.6207], [1.0582, -1.4918, -0.5115], [1.7772, -2.0524, 0.6795], [-1.9088, 1.4158, 1.2625], [-2.8029, 0.6704, -0.9587], [-1.3183, 1.4864, -1.5151], [-1.4149, -0.2562, -1.5854], [-1.3705, -0.5448, 0.7771], [0.4516, 1.8506, 0.3659], [0.8391, 0.6190, 1.4328], [2.2133, 0.3163, -0.4155], [1.0153, 0.5205, -1.5733], [0.0259, -1.7793, -0.3307], [1.3634, -1.9908, -1.4314], [2.3355, -2.8172, 0.3240], [2.5219, -1.4020, 0.9194], [-1.5978, 2.3492, 1.0330], [-1.8544, 1.2646, 2.2663]],
  "nbo_charge": [-0.6175, -0.0564, -0.4077, -0.4252, -0.2303, -0.8233, -0.8490, 0.2290, 0.1977, 0.2024, 0.1935, 0.1952, 0.2086, 0.1975, 0.2195, 0.1839, 0.1830, 0.3507, 0.3405, 0.3458, 0.3622]
}

<Q>
{
  "formula": "C5H14N2",
  "method": "ωB97M-V with the def2-TZVPD basis set",
  "charge": 0,
  "e_homo_ha": -0.2560,
  "homo_lumo_gap_ha": 0.2894,
  "elements": ["C", "C", "C", "C", "C", "N", "N", "H", "H", "H", "H", "H", "H", "H", "H", "H", "H", "H", "H", "H", "H"],
  "positions_angstrom": [[0.1838, -0.4229, -1.0374], [0.5750, -0.1114, 1.5032], [-0.8161, -1.1491, -1.8951], [0.4999, 0.9845, -1.4824], [0.5051, 1.2828, 2.0972], [-1.4241, -1.3112, 0.7668], [-0.5290, -0.3497, 0.4978], [-0.9335, -2.1817, 0.9953], [-1.0664, 0.5188, 0.4107], [1.0843, -1.0188, -0.8897], [1.5449, -0.2902, 1.0466], [0.4332, -0.8494, 2.2973], [-1.5168, -1.6331, -1.1801], [-0.3620, -1.9048, -2.5179], [-1.3856, -0.4656, -2.5229], [-0.4143, 1.5642, -1.6140], [1.1555, 1.4970, -0.7817], [1.0134, 0.9480, -2.4453], [1.2839, 1.4044, 2.8426], [-0.4660, 1.4386, 2.5837], [0.6346, 2.0498, 1.3254]],
  "nbo_charge": [-0.0627, -0.2304, -0.6874, -0.6408, -0.6277, -0.8209, -0.2001, 0.2927, 0.3816, 0.1887, 0.1920, 0.2230, 0.2870, 0.2149, 0.1996, 0.2085, 0.2049, 0.2292, 0.2250, 0.2193, 0.2035]
}

Stability, lowest: <Q>

<P>
{
  "formula": "C5H14N2",
  "method": "ωB97M-V with the def2-TZVPD basis set",
  "charge": 0,
  "e_homo_ha": -0.3293,
  "homo_lumo_gap_ha": 0.3621,
  "smiles": "C=C(C)C.NCN",
  "elements": ["C", "C", "C", "C", "H", "H", "H", "H", "H", "H", "H", "H", "N", "C", "N", "H", "H", "H", "H", "H", "H"],
  "positions_angstrom": [[-0.8103, -2.9968, 0.3429], [0.3162, -2.0868, -0.0495], [1.2479, -1.7052, 0.8120], [0.3183, -1.6263, -1.4789], [-1.7409, -2.4311, 0.4439], [-0.6112, -3.4746, 1.3012], [-1.0084, -3.7596, -0.4133], [2.0027, -0.9712, 0.5580], [1.2999, -2.1228, 1.8111], [1.0757, -0.8645, -1.6419], [-0.6604, -1.2424, -1.7760], [0.5362, -2.4768, -2.1296], [-0.8951, 3.5365, 0.7600], [0.0930, 2.9257, -0.0978], [0.0854, 1.4687, -0.2677], [-1.8445, 3.2956, 0.5074], [-0.7628, 3.2884, 1.7317], [0.0018, 3.3486, -1.0994], [1.0887, 3.1898, 0.2585], [0.0979, 1.0042, 0.6359], [-0.7593, 1.1546, -0.7320]],
  "nbo_charge": [-0.6431, 0.0335, -0.4296, -0.6457, 0.2142, 0.2155, 0.2115, 0.2005, 0.1908, 0.2320, 0.2039, 0.2148, -0.8452, -0.0611, -0.8493, 0.3520, 0.3519, 0.1753, 0.1779, 0.3540, 0.3461]
}

<Q>
{
  "formula": "C5H14N2",
  "method": "ωB97M-V with the def2-TZVPD basis set",
  "charge": 0,
  "e_homo_ha": -0.3019,
  "homo_lumo_gap_ha": 0.3421,
  "smiles": "CNCC[C@H](C)N",
  "elements": ["C", "C", "C", "C", "C", "N", "N", "H", "H", "H", "H", "H", "H", "H", "H", "H", "H", "H", "H", "H", "H"],
  "positions_angstrom": [[-0.6904, -0.8165, -2.0970], [-0.2774, 0.3383, -1.2089], [0.5255, -0.0710, -0.1034], [0.2136, 0.9619, 0.9329], [-0.1317, -0.8374, 2.6742], [0.6964, 0.2887, 2.1969], [0.3577, 1.3080, -2.1971], [-0.2975, -1.7406, -1.6324], [-0.3738, -0.8260, -3.1457], [-1.8172, -0.9125, -2.3703], [-1.1405, 0.8225, -0.9992], [0.1842, -1.0607, 0.2402], [1.5669, -0.4539, -0.2726], [0.8332, 1.8077, 0.7738], [-0.9170, 1.2352, 1.1940], [-1.1868, -0.9519, 2.4104], [0.4084, -1.7801, 2.4262], [-0.1219, -0.7286, 3.8201], [1.1836, 0.9506, 2.8813], [1.2376, 1.0805, -2.5273], [-0.2527, 1.3859, -2.9960]],
  "nbo_charge": [-0.6216, -0.0763, -0.4417, -0.2027, -0.4361, -0.6834, -0.8398, 0.1997, 0.2087, 0.2072, 0.1925, 0.2137, 0.2388, 0.2100, 0.1796, 0.1920, 0.1848, 0.2018, 0.3785, 0.3478, 0.3466]
}

<R>
{
  "formula": "C5H14N2",
  "method": "ωB97M-V with the def2-TZVPD basis set",
  "charge": 0,
  "e_homo_ha": [-0.2331, -0.2331],
  "homo_lumo_gap_ha": [0.2710, 0.2710],
  "elements": ["C", "C", "C", "C", "C", "N", "N", "H", "H", "H", "H", "H", "H", "H", "H", "H", "H", "H", "H", "H", "H"],
  "positions_angstrom": [[1.7323, -0.3038, -0.1094], [-0.8829, -0.2863, -0.5644], [-0.1168, 0.8104, -0.2266], [-2.6584, 1.0187, -0.0757], [-1.0912, -1.5361, 0.2252], [2.7620, 0.5455, -0.6153], [1.8567, -0.5720, 1.2790], [1.6817, -1.2186, -0.6955], [-1.0542, -0.4096, -1.6323], [2.7095, 0.6442, -1.6237], [2.7407, 1.4716, -0.2012], [1.8181, 0.2774, 1.8306], [2.7438, -1.0258, 1.4986], [0.1332, 1.4998, -1.0256], [-0.1288, 1.2558, 0.7623], [-2.0978, -1.9245, 0.0473], [-0.9757, -1.3679, 1.2956], [-0.3998, -2.3151, -0.1100], [-3.3531, 0.5693, -0.7831], [-2.8631, 0.7774, 0.9645], [-2.5562, 2.0894, -0.2403]],
  "nbo_charge": [0.1227, -0.0640, -0.3901, -0.7065, -0.6570, -0.8585, -0.8650, 0.1652, 0.2010, 0.3595, 0.3539, 0.3518, 0.3577, 0.2057, 0.1976, 0.2224, 0.2269, 0.2192, 0.1870, 0.1843, 0.1862]
}

Stability, lowest: <R>

<P>
{
  "formula": "C5H14N2",
  "method": "ωB97M-V with the def2-TZVPD basis set",
  "charge": 0,
  "e_homo_ha": -0.3104,
  "homo_lumo_gap_ha": 0.3492,
  "smiles": "CNCCN(C)C",
  "elements": ["C", "N", "C", "C", "C", "N", "C", "H", "H", "H", "H", "H", "H", "H", "H", "H", "H", "H", "H", "H", "H"],
  "positions_angstrom": [[-0.7824, 0.8527, -2.5122], [0.2642, 0.5015, -1.6107], [0.6594, -0.8660, -1.7589], [-0.1824, 0.8253, -0.2478], [0.6203, 0.2198, 0.9749], [-0.4526, -0.4612, 1.8505], [-0.0587, -0.7813, 3.2140], [-0.9964, 1.8801, -2.3524], [-0.4080, 0.6118, -3.4514], [-1.7338, 0.3423, -2.3154], [0.0117, -1.6599, -1.3745], [1.6022, -1.0355, -1.2504], [0.9445, -1.1066, -2.9077], [-1.1835, 0.4363, -0.1897], [-0.3706, 1.9418, -0.2212], [1.4152, -0.4536, 0.7474], [0.8769, 1.0954, 1.6395], [-0.7089, -1.2857, 1.3128], [-0.0818, 0.0517, 3.7826], [1.0446, -1.0021, 3.3298], [-0.6307, -1.6012, 3.5520]],
  "nbo_charge": [-0.3993, -0.4354, -0.4197, -0.2261, -0.2429, -0.6248, -0.4031, 0.1948, 0.1995, 0.1532, 0.1622, 0.1954, 0.1992, 0.1721, 0.2015, 0.1906, 0.1996, 0.3428, 0.1862, 0.1512, 0.2031]
}

<Q>
{
  "formula": "C5H14N2",
  "method": "ωB97M-V with the def2-TZVPD basis set",
  "charge": 0,
  "e_homo_ha": -0.3062,
  "homo_lumo_gap_ha": 0.3253,
  "elements": ["C", "N", "C", "C", "C", "N", "C", "H", "H", "H", "H", "H", "H", "H", "H", "H", "H", "H", "H", "H", "H"],
  "positions_angstrom": [[3.2909, -2.0121, -0.0758], [0.7699, 0.0205, -0.6336], [0.1211, 0.9189, 0.1833], [-0.9636, 0.3195, 1.0144], [-1.5805, -0.8035, 0.4220], [-2.3905, -0.3656, -0.8454], [0.1745, 2.4062, -0.0543], [2.3959, -1.3225, -0.2491], [3.7511, -2.4620, -1.0278], [2.9341, -2.7062, 0.6546], [4.0704, -1.4000, 0.2073], [1.1453, 0.0506, 0.4926], [-0.5106, 0.1753, 2.0519], [-1.7628, 1.1463, 1.1317], [-0.7665, -1.5207, 0.2186], [-2.3243, -1.2613, 1.0139], [-1.5128, -0.2386, -1.5251], [-2.8100, -1.2879, -1.1621], [-0.8580, 2.8038, 0.0960], [0.4861, 2.5473, -1.0630], [0.8515, 2.9169, 0.5760]],
  "nbo_charge": [-0.8699, -0.7114, 0.3191, -0.5113, -0.2457, -0.8323, -0.6935, 0.2385, 0.2146, 0.2068, 0.2040, 0.3806, 0.2395, 0.2266, 0.2080, 0.1982, 0.3556, 0.3565, 0.2276, 0.2473, 0.2411]
}

<R>
{
  "formula": "C5H14N2",
  "method": "ωB97M-V with the def2-TZVPD basis set",
  "charge": 0,
  "e_homo_ha": -0.3192,
  "homo_lumo_gap_ha": 0.3593,
  "smiles": "CNCCN(C)C",
  "elements": ["C", "N", "C", "C", "C", "N", "C", "H", "H", "H", "H", "H", "H", "H", "H", "H", "H", "H", "H", "H", "H"],
  "positions_angstrom": [[-2.2328, -1.6895, -0.4167], [-1.4707, -0.4280, -0.3320], [-1.9669, 0.3494, 0.8126], [-0.0385, -0.7394, -0.2182], [0.8047, 0.4670, -0.5710], [2.1784, 0.3478, -0.0258], [2.7279, 1.6526, 0.4053], [-1.6886, -2.6289, -0.5221], [-2.8682, -1.6374, -1.3088], [-2.8912, -1.9156, 0.4298], [-2.2499, -0.2709, 1.6674], [-1.1749, 1.0154, 1.1585], [-2.8086, 0.9578, 0.4856], [0.2672, -1.2531, 0.7065], [0.1759, -1.5219, -0.9568], [0.3890, 1.3849, -0.1370], [0.8416, 0.6255, -1.6484], [2.2070, -0.3219, 0.7414], [2.9371, 2.1946, -0.5167], [2.0851, 2.1563, 1.1206], [3.7117, 1.4378, 0.8222]],
  "nbo_charge": [-0.4320, -0.4353, -0.4149, -0.2270, -0.2235, -0.6277, -0.4167, 0.1975, 0.1997, 0.1850, 0.1709, 0.1947, 0.2014, 0.1598, 0.1998, 0.1629, 0.1940, 0.3470, 0.1957, 0.1687, 0.2002]
}

Stability, lowest: <Q>